This record from the Open Molecules 2025 dataset describes a cluster of 11 separate species, C4H30O13 in total. The level of theory is ωB97M-V/def2-TZVPD.

Each line ends with the natural charge from an NBO analysis.
Cartesian coordinates (Å):
C  -17.02  9.36  5.83  -0.081
H  -14.65  7.95  9.56  0.476
O  -21.10  6.77  9.13  -0.744
O  -15.12  10.45  6.87  -0.720
H  -16.85  5.48  8.63  0.470
O  -18.06  8.84  11.81  -1.003
O  -17.64  8.91  4.65  -0.709
H  -17.29  11.49  10.90  0.505
H  -19.36  7.82  7.18  0.494
H  -15.90  9.21  12.54  0.468
C  -21.22  8.19  11.11  -0.093
H  -14.94  6.76  10.34  0.467
H  -17.96  9.80  11.77  0.496
H  -17.19  11.61  8.48  0.484
O  -17.10  11.37  11.84  -0.988
H  -15.61  10.65  4.86  0.184
C  -20.69  6.86  10.52  -0.081
O  -19.58  8.50  7.80  -0.983
H  -14.85  9.68  7.41  0.465
O  -17.76  11.24  9.17  -0.980
H  -17.52  10.31  9.12  0.487
H  -20.70  9.01  10.63  0.190
H  -20.18  7.97  8.31  0.488
H  -18.33  6.03  5.74  0.469
O  -14.62  7.62  10.45  -0.920
H  -17.67  10.11  6.33  0.198
O  -19.01  6.18  6.47  -0.973
H  -17.08  12.18  12.29  0.480
H  -20.75  9.25  12.76  0.475
H  -17.13  8.17  4.29  0.457
H  -16.91  8.45  6.44  0.143
H  -22.07  6.53  9.05  0.492
H  -21.00  6.00  11.13  0.180
H  -22.27  8.34  11.17  0.179
O  -17.75  5.71  8.78  -0.937
C  -15.63  9.91  5.63  -0.087
O  -20.62  8.34  12.44  -0.754
O  -14.96  9.25  12.46  -0.968
H  -17.65  6.41  9.41  0.494
H  -14.78  8.65  11.76  0.474
H  -18.04  8.64  8.60  0.511
H  -18.79  8.77  12.39  0.490
H  -18.53  6.06  7.30  0.496
H  -14.99  9.13  5.34  0.148
O  -17.25  8.59  9.17  -1.041
H  -17.43  8.68  10.09  0.505
H  -19.63  6.76  10.51  0.193

As for the multiplicity: 1. As for the orbital gap: 9.65 eV. The relative energy (zero: lowest compared OMol25 entry of this formula, charge and spin) comes out at 172.5 kJ/mol. As for the SMILES: OCCO.OCCO.O.O.O.O.O.O.O.O.O. The lowest unoccupied orbital energy is -0.0070 Eh.


This record from the Open Molecules 2025 dataset describes an isolated molecule of C4H4N2O. The level of theory is ωB97M-V/def2-TZVPD.

Each line ends with the natural charge from an NBO analysis.
Cartesian coordinates (Å):
O  1.69  -1.53  1.71  -0.497
H  0.34  -1.51  -1.40  0.302
N  -0.60  0.84  -1.26  -0.542
H  -1.41  2.10  1.55  0.355
H  2.17  -2.33  -0.08  0.117
C  0.35  -1.27  -0.29  -0.546
C  1.49  -1.73  0.54  0.414
C  -0.10  -0.14  -0.71  0.617
C  -1.20  1.66  -0.29  0.259
H  -1.76  2.49  -0.71  0.175
N  -0.97  1.42  0.94  -0.654

As for the multiplicity: 1. As for the orbital gap: 9.51 eV. The relative energy (zero: lowest compared OMol25 entry of this formula, charge and spin) comes out at 368.4 kJ/mol. As for the SMILES: [H]/N=C/N=C=CC=O. The lowest unoccupied orbital energy is 0.0061 Eh.